{
  "formula": "C3H4N4O",
  "method": "ωB97M-V/def2-TZVPD",
  "symbols": ["C", "C", "C", "H", "H", "H", "H", "N", "N", "N", "N", "O"],
  "positions_angstrom": [[-0.3799, -0.8411, -0.5096], [0.2282, 1.5933, 0.0551], [-1.5244, -1.3659, -1.1099], [1.7148, -1.7690, 1.6083], [-1.6169, 0.9220, -0.5940], [-0.2986, 2.6701, -0.1089], [1.6769, 0.8166, 0.9218], [0.4585, -1.5534, 0.1300], [-0.5693, 0.6225, -0.5136], [1.4946, 1.7436, 0.5907], [-2.5840, -1.7185, -1.5224], [1.4001, -1.1203, 1.0525]],
  "lowdin_charge": [-0.312, -0.273, -0.153, 0.070, 0.176, 0.139, -0.036, 0.088, 0.045, 0.065, 0.186, 0.005],
  "relative_energy_kcal_mol": 114.32,
  "spin_multiplicity": 1,
  "energy_ev": -11179.0115,
  "smiles": "[H]/N=C\\N/C(C#N)=N\\O",
  "homo_ev": -9.53,
  "total_charge": 0,
  "gap_ev": 9.048
}

***

{
  "formula": "C3H4N4O",
  "method": "ωB97M-V/def2-TZVPD",
  "symbols": ["C", "C", "C", "H", "H", "H", "H", "N", "N", "N", "N", "O"],
  "positions_angstrom": [[-0.1687, 0.0254, 1.1272], [-1.3560, 0.6711, 1.0532], [-0.1954, 0.0155, -1.3508], [2.2810, -0.1895, -0.0810], [1.8233, -1.6770, -0.8876], [0.1914, -0.2744, 2.0904], [-1.7226, 1.1723, 2.0282], [1.5657, -1.0862, 0.1199], [0.1524, -0.4916, -0.1454], [-1.7048, 1.2869, -0.2171], [-1.3546, 0.8502, -1.4127], [0.4884, -0.3025, -2.3244]],
  "lowdin_charge": [-0.060, -0.108, -0.533, 0.148, 0.164, 0.115, 0.125, 0.032, -0.064, 0.028, 0.120, 0.032],
  "relative_energy_kcal_mol": 115.20,
  "spin_multiplicity": 1,
  "energy_ev": -11178.9737,
  "smiles": "Nn1ccnnc1=O",
  "homo_ev": -9.68,
  "total_charge": 0,
  "gap_ev": 8.701
}

***

{
  "formula": "C3H4N4O",
  "method": "ωB97M-V/def2-TZVPD",
  "symbols": ["C", "C", "C", "H", "H", "H", "H", "N", "N", "N", "N", "O"],
  "positions_angstrom": [[-0.2730, 0.1466, 0.2181], [0.9787, -0.2192, -0.2700], [-0.9963, 0.4936, -1.9380], [0.4565, 0.3054, 3.1978], [0.4929, -1.1031, 2.0107], [1.7217, -0.7078, 0.3890], [-1.9151, 0.8004, -2.5375], [0.6701, 0.0021, 2.1172], [-0.8155, 0.1960, 1.4665], [0.9879, -0.4720, -1.5399], [0.0781, 0.1437, -2.4706], [-1.3860, 0.4144, -0.6434]],
  "lowdin_charge": [-0.344, -0.108, -0.229, 0.120, 0.108, 0.123, 0.158, -0.104, 0.082, 0.079, 0.073, 0.042],
  "relative_energy_kcal_mol": 137.82,
  "spin_multiplicity": 1,
  "energy_ev": -11177.9928,
  "smiles": "N/N=c1\\cnnco1",
  "homo_ev": -9.43,
  "total_charge": 0,
  "gap_ev": 8.665
}

***

{
  "formula": "C3H4N4O",
  "method": "ωB97M-V/def2-TZVPD",
  "symbols": ["C", "C", "C", "H", "H", "H", "H", "N", "N", "N", "N", "O"],
  "positions_angstrom": [[-1.1428, -0.1575, 0.0533], [-1.0075, 1.1936, 0.1756], [1.1976, -0.4352, -0.0095], [-3.1011, -0.4376, -0.1222], [-2.1995, -1.8092, -0.5124], [-1.7435, 1.9238, 0.5678], [2.9667, -0.4251, 0.1330], [-2.2409, -0.9492, -0.0405], [0.2137, 1.7736, -0.0791], [1.1982, 1.0052, -0.2129], [2.2606, -1.1156, 0.1173], [-0.0284, -0.9819, 0.0155]],
  "lowdin_charge": [-0.307, -0.103, -0.460, 0.114, 0.102, 0.117, 0.033, 0.173, 0.021, 0.043, 0.166, 0.100],
  "relative_energy_kcal_mol": 61.14,
  "spin_multiplicity": 1,
  "energy_ev": -11181.3179,
  "smiles": "[H]/N=c1\\nncc(N)o1",
  "homo_ev": -8.82,
  "total_charge": 0,
  "gap_ev": 8.743
}

***

{
  "formula": "C3H4N4O",
  "method": "ωB97M-V/def2-TZVPD",
  "symbols": ["C", "C", "C", "H", "H", "H", "H", "N", "N", "N", "N", "O"],
  "positions_angstrom": [[-0.7113, 2.2920, -0.2606], [-1.1826, 1.0869, 0.2229], [0.9107, -1.6932, -0.1197], [0.6621, 2.6467, -0.4859], [-1.6865, 2.9936, -0.7494], [-2.3157, 0.8201, 0.5650], [2.3932, -2.1230, -1.3245], [-0.0402, 0.0953, 0.8162], [-0.5911, -1.1772, 1.2986], [-0.0165, -2.1830, 0.7559], [1.8251, -2.5237, -0.4749], [0.7527, -0.2345, -0.2434]],
  "lowdin_charge": [-0.073, -0.155, -0.464, 0.193, 0.121, 0.143, 0.105, -0.125, 0.081, 0.089, 0.138, -0.054],
  "relative_energy_kcal_mol": 182.35,
  "spin_multiplicity": 1,
  "energy_ev": -11176.0617,
  "homo_ev": -9.56,
  "total_charge": 0,
  "gap_ev": 9.043
}

***

{
  "formula": "C3H4N4O",
  "method": "ωB97M-V/def2-TZVPD",
  "symbols": ["C", "C", "C", "H", "H", "H", "H", "N", "N", "N", "N", "O"],
  "positions_angstrom": [[-0.2428, 0.9513, -0.6544], [-0.1301, 0.2611, 1.4976], [-0.0816, -1.2274, -0.3680], [1.2907, -0.4462, -2.7294], [-0.8861, 2.0076, -1.2046], [0.7272, 1.2695, 2.9302], [-0.5112, -2.2070, -0.8232], [0.2744, -0.1246, -1.2113], [-0.3807, 1.2068, 0.5819], [0.4723, 0.2735, 2.6077], [-0.5692, -1.0114, 0.7983], [0.4411, -0.3680, -2.5576]],
  "lowdin_charge": [-0.212, -0.514, -0.120, 0.036, 0.223, 0.088, 0.165, -0.103, 0.088, 0.129, 0.120, 0.101],
  "relative_energy_kcal_mol": 127.33,
  "spin_multiplicity": 1,
  "energy_ev": -11178.4475,
  "homo_ev": -9.34,
  "total_charge": 0,
  "gap_ev": 9.795
}

***

| no. | maximum force (eV/Å) |
| --- | --- |
| 1 | 6.609 |
| 2 | 6.982 |
| 3 | 9.729 |
| 4 | 2.378 |
| 5 | 5.249 |
| 6 | 8.543 |